The following is a DFT calculation (ωB97M-V/def2-TZVPD) of 11 unconnected molecules or ions with the total composition C20H54N8O22 at a distorted geometry.

Last column: Mulliken charge in e.
Atoms and positions in Å:
C 4.493819 4.294796 -4.203647  -0.589
N 4.863226 3.655379 -5.530040  0.794
O 4.922077 2.436136 -5.600242  -0.486
O 4.864456 4.376050 -6.554664  -0.505
H 4.762944 3.590584 -3.416399  0.272
H 3.430984 4.518846 -4.294693  0.221
H 4.972631 5.272624 -4.151826  0.293
C 5.311738 -2.633177 4.357054  -0.709
N 5.829900 -3.853614 5.038129  0.837
O 5.037975 -4.649529 5.550500  -0.506
O 7.046297 -4.045643 5.037398  -0.499
H 5.716896 -1.746449 4.844547  0.291
H 4.223130 -2.589047 4.390160  0.295
H 5.597139 -2.735667 3.310081  0.292
C 6.862292 -2.449816 -2.466130  -0.788
N 7.783890 -3.090439 -3.423112  0.935
O 7.460134 -3.324388 -4.565033  -0.543
O 8.855745 -3.328652 -2.942817  -0.522
H 6.556579 -1.441226 -2.744315  0.283
H 7.456551 -2.149878 -1.602995  0.348
H 6.098399 -3.168589 -2.169556  0.287
C 4.956829 5.166955 2.354548  -0.658
N 5.835648 6.253972 3.022519  0.818
O 5.397948 6.866543 4.021993  -0.505
O 6.945857 6.403998 2.553594  -0.491
H 4.361846 5.709496 1.619872  0.266
H 4.457786 4.690284 3.198259  0.274
H 5.557396 4.409600 1.850750  0.296
C -4.277435 0.039126 4.715257  -0.735
N -4.474005 -0.662885 3.419933  0.842
O -5.642049 -0.833149 3.084445  -0.497
O -3.461340 -1.067518 2.833712  -0.509
H -5.218272 0.409833 5.122074  0.298
H -3.602018 0.885492 4.590378  0.292
H -3.723612 -0.669891 5.330618  0.306
C 1.717746 -7.186496 1.044609  -0.655
N 2.772488 -6.136123 0.886420  0.804
O 2.381727 -4.979615 0.824126  -0.490
O 3.956395 -6.440969 0.768477  -0.511
H 1.532180 -7.482683 0.012169  0.278
H 0.836098 -6.776221 1.537005  0.281
H 2.254756 -8.000121 1.532179  0.293
C 1.037310 0.179667 1.158891  -0.799
N 2.000383 0.887936 0.280882  0.859
O 1.869152 2.108029 0.154614  -0.515
O 2.892308 0.187385 -0.220059  -0.493
H 0.352562 0.827719 1.705935  0.342
H 1.705750 -0.139317 1.958600  0.294
H 0.535246 -0.688798 0.732511  0.309
C 2.551522 0.748247 8.433969  -0.653
N 1.765155 0.695322 7.189519  0.856
O 2.383460 0.933986 6.209344  -0.506
O 0.590426 0.365488 7.232239  -0.533
H 3.280303 1.541279 8.266417  0.296
H 3.090766 -0.188221 8.576555  0.264
H 1.860582 1.049640 9.221291  0.277
C -7.853831 4.295396 3.184402  -0.751
O -6.747856 3.742719 2.441628  -0.267
C -6.936544 3.825466 1.061732  -0.565
C -5.751112 3.224392 0.216356  -0.540
O -4.524871 3.879607 0.458026  -0.327
C -3.524864 3.353412 -0.407834  -0.684
H -7.723467 4.187141 4.261152  0.243
H -8.789924 3.821735 2.888626  0.317
H -8.021379 5.345723 2.945988  0.313
H -7.098613 4.844703 0.711042  0.334
H -7.783750 3.189132 0.805969  0.365
H -5.936486 3.329978 -0.852563  0.396
H -5.680017 2.149294 0.381286  0.344
H -2.680424 4.037540 -0.491435  0.261
H -3.850271 3.266531 -1.444488  0.301
H -3.255704 2.394657 0.035393  0.262
C -2.851182 -3.813094 -1.943869  -0.690
O -4.057859 -4.512891 -1.818219  -0.340
C -4.895704 -4.020602 -0.781789  -0.340
C -6.348805 -4.524592 -1.018621  -0.546
O -6.896955 -4.247457 -2.287866  -0.320
C -7.083092 -2.895874 -2.615402  -0.735
H -2.910450 -2.731493 -1.822478  0.315
H -2.452535 -4.121315 -2.910393  0.238
H -2.194684 -4.180742 -1.155233  0.296
H -4.907171 -2.964355 -1.050724  0.255
H -4.495231 -4.229405 0.210240  0.371
H -7.032208 -4.207771 -0.230785  0.374
H -6.254051 -5.609236 -1.070276  0.259
H -6.287642 -2.155233 -2.697929  0.256
H -7.838003 -2.505142 -1.933085  0.324
H -7.606628 -2.879356 -3.571301  0.287
C -0.530584 3.659714 -5.840342  -0.822
O 0.110324 2.688374 -5.054823  -0.258
C 0.162890 1.394606 -5.552916  -0.431
C 0.847429 0.386077 -4.606029  -0.340
O 0.927515 -0.848992 -5.305695  -0.360
C 1.918803 -1.781446 -4.831216  -0.701
H -0.144507 3.833215 -6.844809  0.321
H -0.538887 4.576810 -5.251314  0.251
H -1.587915 3.417223 -5.946813  0.338
H 0.713533 1.435028 -6.492737  0.293
H -0.826844 1.048543 -5.850833  0.278
H 0.272614 0.162833 -3.707219  0.269
H 1.724153 0.856094 -4.160440  0.332
H 2.082336 -2.591707 -5.541730  0.276
H 1.602876 -2.226962 -3.887920  0.264
H 2.909888 -1.344569 -4.708761  0.293

Force components x, y, z for each atom (eV/Å):
C 0.38 0.15 -0.84
N -1.24 0.17 -2.38
O 0.36 0.94 0.75
O 0.36 -0.78 2.35
H -0.20 0.27 -0.12
H -0.04 -0.47 0.18
H 0.33 -0.32 0.07
C -0.45 0.02 -0.27
N 0.53 -1.73 0.88
O 0.45 1.29 -0.69
O -1.29 0.77 -0.23
H 0.28 -0.25 -0.20
H 0.16 -0.36 0.31
H 0.29 0.25 0.18
C -0.09 1.02 1.20
N -0.23 0.56 -0.04
O -0.49 0.07 0.02
O 1.53 -0.63 0.10
H -0.74 -0.56 -1.07
H 0.17 -0.87 0.12
H -0.16 0.40 -0.33
C 0.52 0.64 0.87
N 0.03 -0.03 1.14
O 0.48 -1.38 -2.23
O -0.53 0.16 0.13
H -0.35 -0.25 0.39
H -0.55 0.33 -0.40
H 0.38 0.51 0.10
C 0.78 0.37 0.25
N -0.18 -0.31 -0.33
O 1.37 -0.04 -0.22
O -1.60 0.58 0.60
H 0.09 -0.52 -0.16
H -0.04 -0.08 -0.41
H -0.40 0.02 0.23
C 1.23 -0.30 -0.43
N 0.77 1.37 -0.22
O -0.10 -0.42 0.14
O -1.36 -0.41 0.25
H -0.34 -0.06 0.11
H 0.37 -0.11 -0.05
H -0.56 -0.03 0.21
C 0.34 -0.20 1.70
N 0.23 0.35 -1.00
O 0.46 -1.60 0.01
O -1.31 1.33 0.62
H -0.06 0.40 -0.88
H -0.04 -0.58 -0.03
H 0.39 0.31 -0.41
C 0.03 1.00 0.59
N -1.08 -1.08 1.34
O 0.91 0.52 -2.44
O 0.35 0.23 0.14
H -0.02 -0.14 0.12
H -0.44 -0.02 0.07
H 0.26 -0.51 0.15
C 0.09 -0.14 -0.92
O -0.06 0.42 1.15
C 0.98 -0.85 -1.24
C -0.48 0.60 0.87
O 0.02 0.34 -0.31
C -0.11 0.27 0.54
H 0.39 -0.17 -0.24
H -0.10 -0.43 0.04
H 0.38 0.29 0.02
H -0.14 0.25 0.16
H -0.44 0.14 -0.33
H -0.72 0.14 -0.15
H 0.15 -0.26 0.39
H 0.05 -0.03 0.65
H -0.47 -0.36 -0.06
H 0.49 -0.23 -0.53
C 0.34 -1.05 0.33
O -0.76 -0.57 0.03
C -0.84 0.87 -1.94
C 1.27 -0.88 -0.31
O 1.13 0.42 -0.33
C -1.93 0.27 -0.14
H -0.36 0.18 -0.29
H 0.17 0.38 0.04
H 0.53 0.13 0.08
H -0.13 0.61 1.13
H -0.18 0.05 0.15
H 0.09 0.09 0.26
H -0.32 -0.15 0.51
H 0.75 -0.62 0.30
H 0.02 0.46 0.40
H 0.23 -0.18 -0.20
C -0.92 -0.06 0.52
O 0.55 0.63 1.14
C 0.07 -0.64 -0.98
C -1.13 0.16 0.39
O 1.46 -0.13 -0.29
C -0.26 0.39 0.00
H 0.52 -0.18 0.02
H 0.38 0.07 -0.18
H -0.28 -0.27 -0.20
H 0.43 -0.38 -0.18
H -0.36 -0.21 0.26
H -0.67 0.36 0.14
H 0.90 -0.39 -0.72
H -0.57 0.17 -0.25
H -0.03 0.02 0.20
H -0.06 0.46 0.14

Summary:
energy relative to the best compared isomer or geometry (same formula, charge and spin)	208.8	kJ/mol
Kohn-Sham gap	9.335	eV
E_HOMO	-9.8	eV
calculated total energy	-2886.7420	a.u.
E_LUMO	-0.455	eV
structure (SMILES)	C[N+](=O)[O-].C[N+](=O)[O-].C[N+](=O)[O-].C[N+](=O)[O-].C[N+](=O)[O-].C[N+](=O)[O-].C[N+](=O)[O-].C[N+](=O)[O-].COCCOC.COCCOC.COCCOC
charge	0